Version 1
DFT (ωB97M-V/def2-TZVPD) results for C4H8N4 in the gas phase.

Structure (XYZ):
```
16
Properties=species:S:1:pos:R:3
C -1.255 0.412 0.487
H -2.018 -1.593 -0.334
C -2.241 -0.751 0.240
H -0.245 0.143 -1.305
C -0.002 0.429 -0.320
H 4.016 -1.707 0.129
N 3.214 -1.098 0.114
H -2.486 0.683 -1.245
H -3.293 1.035 0.359
C -2.579 0.591 -0.244
N 1.106 0.679 0.237
H -2.667 -1.271 1.030
H 4.162 0.621 -0.210
N 3.296 0.161 -0.085
N 2.302 0.975 -0.294
H -1.311 0.690 1.440
```

HOMO energy (alpha / beta)   -0.28289 / -0.28282 Ha

***

Version 2
DFT (ωB97M-V/def2-TZVPD) results for C4H8N4 in the gas phase.

Structure (XYZ):
```
16
Properties=species:S:1:pos:R:3
H -4.167 -1.067 0.102
H -1.280 1.996 0.410
N 1.884 0.735 -0.015
C -3.025 -1.088 0.110
C -0.542 1.260 0.150
H 3.639 -1.043 -0.367
N 1.561 -0.468 -0.205
H 2.652 -1.730 1.320
H 1.115 2.726 0.033
C 2.662 -1.460 0.143
H -0.538 -0.844 -0.030
C 0.737 1.664 -0.014
N -1.112 0.066 -0.131
H 2.452 -2.455 -0.588
H -2.420 -2.027 -0.029
N -2.398 -0.020 -0.106
```

HOMO energy   -0.29987 Ha
SMILES   C=NN/C=C\N=N\C

***

Tell me which of them is the least stable. Sure, it is version 1.

***

Version 1
DFT (ωB97M-V/def2-TZVPD) results for C4H8N4 in the gas phase.

Structure (XYZ):
```
16
Properties=species:S:1:pos:R:3
H -0.310 -3.725 -1.541
N -0.662 -0.856 0.050
H -0.618 2.700 2.367
C -0.177 -3.255 -0.517
N 1.393 1.786 -0.838
N -0.339 2.277 1.511
C -0.520 0.963 1.360
H 1.676 2.019 -1.742
H 1.220 -1.536 -1.053
C 0.037 -1.758 -0.576
H 0.693 -3.823 -0.218
H 0.215 0.693 -1.944
C 0.439 0.992 -0.910
H -0.914 -3.551 0.083
H -0.885 0.217 2.231
N -0.357 0.415 0.087
```

HOMO energy   -0.31662 Ha
SMILES   [H]/N=C/N(/C=N/[H])/N=C/C

***

Version 2
DFT (ωB97M-V/def2-TZVPD) results for C4H8N4 in the gas phase.

Structure (XYZ):
```
16
Properties=species:S:1:pos:R:3
C -1.579 0.760 -0.427
H -2.737 -1.891 0.798
H -1.971 1.775 -0.573
N -2.084 -1.410 0.206
H -0.042 3.134 0.380
H 1.895 -0.411 1.080
H 2.993 -1.334 0.657
C 0.616 2.051 0.198
N 2.501 -0.670 0.209
H 1.741 2.079 0.223
N 1.671 -1.219 -0.568
H -0.117 -1.334 -1.320
H -1.083 -1.777 0.600
N -2.462 -0.224 -0.129
C 0.576 -0.418 -0.872
C 0.082 0.890 -0.461
```

HOMO energy   -0.30265 Ha
SMILES   C=C(/C=N\N)/C=N\N

***

Tell me which of them is the least stable. Sure, it is version 2.

***

Version 1
DFT (ωB97M-V/def2-TZVPD) results for a molecular structure, C4H8N4.

Structure (XYZ):
```
16
Properties=species:S:1:pos:R:3
H 1.630 0.693 -1.142
H -1.661 -1.448 1.335
C -1.326 -0.467 -0.411
N 0.230 0.032 1.638
H -1.597 -1.260 -2.186
N -2.124 -1.220 -0.988
H 0.961 -1.207 -0.899
C -0.486 0.547 -1.112
H -0.891 0.518 -2.081
C 1.033 -0.030 -0.645
H 0.052 0.747 2.254
H 2.204 1.065 2.150
C 1.273 0.296 0.700
H -0.730 1.450 -0.581
N -0.929 -0.584 0.894
N 2.362 0.867 1.074
```

HOMO energy   -0.32801 Ha

***

Version 2
DFT (ωB97M-V/def2-TZVPD) results for C4H8N4 in the gas phase.

Structure (XYZ):
```
16
Properties=species:S:1:pos:R:3
H -1.354 -1.504 -2.841
H -2.070 0.900 0.057
N -0.041 -0.657 -1.306
C 0.033 0.087 -0.234
H 2.167 -1.493 0.562
N 1.265 0.360 0.470
H 2.904 -0.288 -0.580
H -1.714 0.108 -2.282
H 1.356 0.416 2.469
C -0.478 1.186 1.624
N 0.889 0.947 1.681
H -0.949 1.551 2.440
H -2.086 -1.225 -1.037
C -1.009 0.867 0.464
N 2.432 -0.412 0.384
C -1.344 -0.844 -1.872
```

HOMO energy   -0.27924 Ha
SMILES   C/N=c1\cc[nH]n1N

***

Tell me which of them is the least stable. Sure, it is version 1.

***

Version 1
DFT (ωB97M-V/def2-TZVPD) results for a molecular structure, C4H8N4.

Structure (XYZ):
```
16
Properties=species:S:1:pos:R:3
C 0.542 -0.635 0.109
H 1.948 -0.736 -2.010
C 0.557 0.609 -0.784
N -1.217 0.879 0.417
H 0.280 -0.231 2.064
H -0.204 0.361 -1.656
C 1.602 -0.401 -0.999
N 1.181 -0.456 1.356
H 2.552 -0.151 -0.281
C -0.955 -0.413 -0.050
H -0.051 2.418 -0.331
H 1.888 -1.435 1.541
N -1.889 -1.174 -0.247
H -1.733 -2.156 -0.660
H -2.023 1.113 -0.126
N 0.050 1.587 0.160
```

HOMO energy   -0.28771 Ha

***

Version 2
DFT (ωB97M-V/def2-TZVPD) results for 2 unconnected molecules or ions with the total composition C4H8N4.

Structure (XYZ):
```
16
Properties=species:S:1:pos:R:3
H 2.168 0.806 1.215
C 1.931 -0.899 -0.104
H -1.623 1.199 -2.242
N -0.689 1.467 -1.982
H 2.448 -0.509 -0.977
H -0.721 -1.639 1.082
H 1.137 -1.552 -0.455
H -3.171 1.248 -0.138
C -2.056 -0.241 0.532
N -3.003 0.265 -0.029
H 2.626 -1.492 0.488
C -0.150 1.112 -0.951
C 1.360 0.237 0.739
N 0.558 1.152 0.033
H 0.599 -0.216 1.496
N -1.415 -0.938 1.294
```

HOMO energy   -0.35077 Ha
SMILES   CCN=C=N.N=C=N

***

Version 3
DFT (ωB97M-V/def2-TZVPD) results for a molecular structure, C4H8N4.

Structure (XYZ):
```
16
Properties=species:S:1:pos:R:3
H -3.317 0.711 -0.947
H 0.814 0.251 3.256
H -1.917 -0.655 -0.671
C 0.418 1.079 -0.280
C -1.994 0.352 -1.146
H 1.508 1.277 -0.761
N 1.598 -1.881 1.381
C 1.249 -0.536 1.346
N 0.129 0.105 0.765
N -0.759 1.382 -1.122
H 1.256 -2.699 0.725
H -1.746 0.804 -3.272
H -0.327 -0.551 -2.545
C -0.969 0.504 -2.260
H 2.321 -0.342 3.007
N 1.734 0.199 2.524
```

HOMO energy   -0.33673 Ha

***

Tell me which of them is the least stable. Sure, it is version 3.

***

Version 1
DFT (ωB97M-V/def2-TZVPD) results for C4H8N4 in the gas phase.

Structure (XYZ):
```
16
Properties=species:S:1:pos:R:3
H 3.824 -0.538 -0.383
H -2.013 1.080 1.838
H -2.700 -0.432 1.135
N -1.130 0.516 0.051
H 2.714 0.259 0.583
H 0.691 0.900 1.017
N -1.410 0.024 -1.195
C 0.791 -0.354 -0.730
N 2.006 -0.722 -0.971
H 0.183 -0.787 1.262
N 2.890 -0.596 0.022
C -2.335 0.622 0.888
C -0.312 -0.416 -1.693
C 0.133 0.063 0.560
H -0.240 -0.793 -2.707
H -3.092 1.176 0.323
```

HOMO energy   -0.28722 Ha
SMILES   CN1C/C(=N\N)C=N1

***

Version 2
DFT (ωB97M-V/def2-TZVPD) results for C4H8N4 in the gas phase.

Structure (XYZ):
```
16
Properties=species:S:1:pos:R:3
H -2.996 2.083 0.987
N -1.718 0.124 1.990
N -0.286 0.586 0.129
H -0.507 -1.510 -0.088
C 0.014 -0.587 -0.362
N 1.061 -0.810 -1.204
C -1.373 0.761 0.908
H 2.445 -2.373 -1.573
H -1.033 -0.594 2.207
H -2.094 2.084 -0.501
C 2.146 -1.651 -0.838
H 2.312 -1.969 0.232
H 2.703 0.222 -2.081
C 2.343 -0.183 -1.146
N -2.211 1.758 0.475
H 2.468 0.404 -0.291
```

HOMO energy   -0.31705 Ha
SMILES   [H]/N=C(N)\N=C\N1CC1

***

Tell me which of them is the least stable. Sure, it is version 1.

***

Version 1
DFT (ωB97M-V/def2-TZVPD) results for 2 unconnected molecules or ions with the total composition C5H16N2O.

Structure (XYZ):
```
24
Properties=species:S:1:pos:R:3
H -2.121 0.054 -1.275
H -1.375 -2.889 -1.397
H -2.007 2.234 -0.743
H 2.543 -0.158 1.607
C -0.674 -2.677 -0.590
H 1.351 0.793 -0.238
C -1.099 0.417 -1.232
H 2.095 -1.776 1.042
C 1.044 -0.238 -0.042
H 0.494 4.362 0.333
H -0.619 -3.573 0.023
H 0.851 3.870 1.758
H -0.784 0.378 0.828
C -0.470 -0.269 0.005
H -0.958 -1.812 1.219
H 1.449 -0.805 -0.885
N -1.140 1.878 -1.147
H -0.546 0.149 -2.131
H -0.419 2.263 -0.552
N -1.110 -1.562 0.254
H 0.967 -0.944 2.001
C 1.722 -0.760 1.241
H 0.322 -2.516 -0.990
O 0.485 3.583 0.910
```

HOMO energy   -0.30719 Ha
SMILES   CC[C@@H](CN)NC.O

***

Version 2
DFT (ωB97M-V/def2-TZVPD) results for 2 unconnected molecules or ions with the total composition C5H16N2O.

Structure (XYZ):
```
24
Properties=species:S:1:pos:R:3
N -1.209 -1.395 0.556
H -0.733 -2.234 0.833
H 1.134 -1.714 -0.691
C 1.133 -0.676 -0.453
H 1.646 3.206 1.183
C -0.261 -0.255 0.073
H -0.795 -0.002 -1.907
C -1.022 0.581 -1.035
H -1.685 -2.998 -0.847
H -0.134 0.426 1.026
H 0.660 1.830 -1.194
C -2.155 -1.911 -0.480
H 2.926 -1.123 0.750
H -3.100 -1.953 0.057
H 1.633 -0.904 1.688
H -2.078 0.623 -0.709
O 0.942 2.621 1.434
H -0.562 2.458 -0.277
N -0.356 1.827 -1.106
H 0.582 2.976 2.198
H 2.273 0.584 0.986
H -2.354 -1.424 -1.425
H 1.433 -0.053 -1.365
C 2.082 -0.492 0.703
```

HOMO energy   -0.30407 Ha
SMILES   CC[C@@H](CN)NC.O

***

Version 3
DFT (ωB97M-V/def2-TZVPD) results for 2 unconnected molecules or ions with the total composition C5H16N2O.

Structure (XYZ):
```
24
Properties=species:S:1:pos:R:3
H 3.370 1.045 2.016
O -2.560 4.389 -2.789
C -0.654 -1.717 -1.104
H -0.556 -0.871 2.594
H -2.207 -2.095 0.078
H -0.779 -2.728 -1.486
H -1.147 0.245 1.409
H -1.642 4.106 -2.636
N -2.076 -1.397 -0.645
H 0.526 0.295 0.068
C -0.229 -0.108 1.881
H 0.174 0.699 2.502
H -0.414 -0.978 -1.851
N 0.346 -1.752 -0.043
H 2.263 -1.124 2.024
H -2.025 -0.508 -0.171
C 0.693 -0.571 0.760
H 2.596 -1.343 0.339
H 3.646 0.704 0.285
C 2.219 -0.609 1.051
H 2.220 1.555 0.755
H 0.125 -2.538 0.561
H -3.043 3.879 -2.097
C 2.899 0.768 1.077
```

HOMO energy   -0.32069 Ha
SMILES   CC[C@H](C)NCN.O

***

Tell me which of them is the least stable. Sure, it is version 2.

***

Version 1
DFT (ωB97M-V/def2-TZVPD) results for 2 unconnected molecules or ions with the total composition C4H12S.

Structure (XYZ):
```
17
Properties=species:S:1:pos:R:3
S 0.407 1.160 -0.413
H -0.199 -3.916 -0.553
H 1.790 2.977 -1.315
C -1.186 1.505 0.486
H 0.959 -1.458 -0.170
H -0.199 -2.553 -1.579
H -1.947 0.745 0.311
C 1.184 2.735 -0.375
H 2.008 2.743 0.344
H 1.022 -2.582 1.036
H -0.975 1.441 1.575
H -0.149 -1.408 1.184
H 0.562 3.616 -0.293
H -1.501 2.554 0.398
C -0.506 -2.875 -0.572
C 0.296 -2.041 0.422
H -1.566 -2.644 -0.486
```

HOMO energy   -0.30775 Ha
SMILES   CSC.CC

***

Version 2
DFT (ωB97M-V/def2-TZVPD) results for 2 unconnected molecules or ions with the total composition C4H12S.

Structure (XYZ):
```
17
Properties=species:S:1:pos:R:3
H 2.208 -2.618 1.338
H -1.000 0.424 -1.751
H 1.543 -3.628 0.087
H -1.586 2.606 1.915
H -0.976 3.958 0.956
H -2.449 1.224 -1.181
S -0.380 1.960 -0.124
H 1.795 -0.603 -0.042
H -2.402 3.101 0.390
C 1.319 -1.513 -0.297
C -1.524 0.748 -0.856
H 1.172 -1.579 -1.371
H -1.732 -0.029 -0.128
H 0.344 -1.463 0.190
C -1.459 2.985 0.906
C 2.102 -2.704 0.260
H 3.026 -2.868 -0.292
```

HOMO energy   -0.31155 Ha
SMILES   CSC.CC

***

Tell me which of them is the least stable. Sure, it is version 1.

***

Version 1
DFT (ωB97M-V/def2-TZVPD) results for 2 unconnected molecules or ions with the total composition C4H12S.

Structure (XYZ):
```
17
Properties=species:S:1:pos:R:3
C 1.527 2.731 0.313
H 2.054 1.804 0.102
H -1.212 -1.558 1.181
H 1.721 3.012 1.344
C -0.551 -2.048 0.469
H -0.716 -1.639 -0.526
S -0.799 -3.832 0.364
C 1.959 3.812 -0.630
H 0.449 2.565 0.278
H 3.046 3.856 -0.696
H -3.074 -3.175 0.523
H 1.638 3.641 -1.664
H -2.650 -3.444 -1.185
H -2.902 -4.832 -0.122
H 0.480 -1.855 0.760
H 1.553 4.777 -0.340
C -2.521 -3.813 -0.170
```

HOMO energy   -0.31243 Ha
SMILES   CSC.CC

***

Version 2
DFT (ωB97M-V/def2-TZVPD) results for 2 unconnected molecules or ions with the total composition C4H12S.

Structure (XYZ):
```
17
Properties=species:S:1:pos:R:3
H 2.485 -0.512 0.610
C 1.069 -1.410 2.061
S 0.861 1.233 1.070
H -0.948 -0.542 -0.843
H 0.523 -0.825 2.801
C -1.660 0.222 -1.152
H -0.415 1.843 -1.971
C 1.431 -0.470 0.904
C -1.167 1.129 -2.287
H 1.005 -0.813 -0.039
H -1.991 0.726 -0.236
H -0.581 0.478 -2.941
H 0.385 -2.157 1.668
H 1.851 -1.878 2.664
H -2.025 1.546 -2.799
H 1.769 1.698 1.939
H -2.591 -0.268 -1.448
```

HOMO energy   -0.33374 Ha
SMILES   CCS.CC

***

Tell me which of them is the least stable. Sure, it is version 2.